[1]
{"formula": "C45H53CaCl2N4O6SSe", "method": "ωB97M-V with the def2-TZVPD basis set", "elements": ["Ca", "C", "C", "C", "C", "C", "C", "C", "Se", "C", "C", "C", "C", "C", "C", "O", "C", "C", "C", "C", "C", "C", "C", "C", "C", "O", "C", "C", "C", "C", "C", "C", "H", "H", "H", "H", "H", "H", "H", "H", "H", "H", "H", "H", "H", "H", "H", "H", "H", "H", "H", "H", "H", "H", "H", "H", "H", "H", "H", "H", "H", "H", "H", "H", "H", "H", "H", "H", "H", "H", "H", "H", "O", "S", "O", "N", "C", "C", "C", "C", "C", "C", "C", "C", "N", "C", "C", "C", "C", "C", "C", "C", "H", "H", "H", "H", "H", "H", "H", "H", "H", "H", "H", "O", "N", "O", "C", "N", "Cl", "C", "Cl", "H", "H"], "positions_angstrom": [[-0.5723, 2.2811, -1.6002], [-0.9924, -5.4953, -3.4510], [-0.5638, -5.2038, -2.0059], [-1.4840, -5.9686, -1.0433], [0.8605, -5.7211, -1.8135], [-0.6649, -3.7056, -1.7267], [0.4095, -2.9187, -1.3372], [0.2123, -1.5765, -1.0616], [1.6602, -0.5617, -0.3183], [1.1476, -0.9128, 1.4874], [1.3770, -2.1224, 2.1017], [0.8982, -2.3674, 3.3884], [0.1442, -1.3712, 3.9873], [-0.1241, -0.1253, 3.4032], [0.4487, 0.1054, 2.1572], [0.3332, 1.3471, 1.5579], [-1.0205, 0.8518, 4.1939], [-2.3050, 0.1126, 4.6060], [-1.4568, 2.0987, 3.4131], [-0.2662, 1.3105, 5.4478], [1.2193, -3.6989, 4.0707], [0.6437, -4.8520, 3.2366], [2.7432, -3.8554, 4.1714], [0.6345, -3.7824, 5.4791], [-1.0401, -0.9007, -1.1507], [-1.0855, 0.3551, -0.8120], [-2.1363, -1.7169, -1.5518], [-1.8943, -3.0605, -1.8181], [-3.6117, -1.2692, -1.6464], [-4.4395, -2.1078, -0.6565], [-3.8644, 0.2001, -1.3056], [-4.1416, -1.5161, -3.0660], [-0.9066, -6.5648, -3.6711], [-0.3647, -4.9439, -4.1547], [-2.0281, -5.1960, -3.6254], [-1.3905, -7.0489, -1.1979], [-2.5308, -5.6958, -1.1915], [-1.2228, -5.7431, -0.0062], [0.8896, -6.7958, -2.0130], [1.2092, -5.5611, -0.7897], [1.5608, -5.2333, -2.4960], [1.4062, -3.3296, -1.2392], [1.9225, -2.8838, 1.5564], [-0.2673, -1.5542, 4.9703], [-2.7970, -0.3165, 3.7307], [-2.9986, 0.8140, 5.0766], [-2.1138, -0.6930, 5.3162], [-1.9267, 1.8366, 2.4640], [-0.6239, 2.7664, 3.1989], [-2.1846, 2.6454, 4.0196], [-0.0018, 0.4651, 6.0872], [-0.8843, 2.0003, 6.0300], [0.6556, 1.8270, 5.1715], [1.0312, -4.8418, 2.2157], [-0.4447, -4.7777, 3.1766], [0.9015, -5.8146, 3.6880], [3.2056, -3.9065, 3.1836], [2.9962, -4.7719, 4.7127], [3.1828, -3.0083, 4.7034], [-0.4557, -3.7119, 5.4680], [1.0252, -2.9922, 6.1253], [0.9027, -4.7427, 5.9262], [-2.7484, -3.6621, -2.1155], [-4.0947, -1.9365, 0.3670], [-4.3734, -3.1793, -0.8585], [-5.4933, -1.8171, -0.7168], [-3.5227, 0.4442, -0.3005], [-4.9421, 0.3884, -1.3655], [-3.3710, 0.8866, -1.9900], [-4.1182, -2.5758, -3.3337], [-3.5485, -0.9685, -3.8009], [-5.1782, -1.1720, -3.1370], [1.7657, 2.7409, -4.5737], [1.8218, 2.6958, -3.1273], [1.4001, 1.3961, -2.5581], [0.9268, 3.8035, -2.4874], [1.2809, 4.8839, -1.6696], [2.3817, 5.6815, -1.8604], [2.6646, 6.7841, -1.0218], [1.8447, 7.1143, 0.0113], [0.6931, 6.3237, 0.2548], [-0.1864, 6.5871, 1.3338], [-1.2549, 5.7797, 1.5601], [-1.4590, 4.6818, 0.6982], [-0.6810, 4.4100, -0.3118], [0.4034, 5.2196, -0.5658], [3.5483, 2.8470, -2.7525], [4.3656, 3.4832, -3.6830], [5.7339, 3.5352, -3.4679], [6.2838, 2.9374, -2.3393], [5.4637, 2.2959, -1.4226], [4.0898, 2.2499, -1.6243], [3.0433, 5.4721, -2.6877], [3.5486, 7.3778, -1.2220], [2.0561, 7.9609, 0.6532], [0.0131, 7.4389, 1.9746], [-1.9390, 5.9576, 2.3790], [-2.3003, 4.0120, 0.8512], [3.9212, 3.9090, -4.5722], [6.3727, 4.0341, -4.1859], [7.3552, 2.9649, -2.1804], [5.8904, 1.8181, -0.5496], [3.4473, 1.7495, -0.9144], [1.3266, 2.5388, 0.0783], [1.5322, 1.6308, 0.7963], [-4.2732, 4.6547, -2.5723], [-3.3592, 3.8807, -2.4887], [-2.4508, 3.1155, -2.4029], [-0.0599, -0.6585, -6.6661], [-0.5256, 0.8523, -5.8349], [-1.1597, 0.5531, -4.2193], [-1.3051, 1.3221, -6.4190], [0.3537, 1.4768, -5.7316]], "lowdin_charge": [1.25, -0.05, -0.56, -0.05, -0.07, -0.19, -0.08, -0.37, 1.25, -0.36, -0.05, -0.16, 0.02, -0.08, -0.21, -0.07, -0.52, -0.05, -0.06, -0.05, -0.56, -0.05, -0.05, -0.07, -0.40, -0.33, -0.09, 0.00, -0.53, -0.06, -0.07, -0.05, 0.08, 0.09, 0.08, 0.08, 0.07, 0.08, 0.08, 0.08, 0.09, 0.09, 0.11, 0.09, 0.09, 0.08, 0.07, 0.09, 0.08, 0.08, 0.08, 0.08, 0.09, 0.07, 0.09, 0.08, 0.08, 0.08, 0.09, 0.09, 0.09, 0.08, 0.10, 0.09, 0.07, 0.08, 0.08, 0.09, 0.04, 0.07, 0.05, 0.08, -0.32, 0.57, -0.49, -0.22, -0.25, -0.02, -0.08, -0.06, -0.16, -0.02, -0.05, -0.12, 0.04, -0.15, -0.27, -0.08, -0.08, -0.09, -0.07, -0.04, 0.10, 0.10, 0.10, 0.11, 0.10, 0.12, 0.11, 0.10, 0.10, 0.10, 0.07, -0.07, -0.10, -0.02, -0.58, -0.09, 0.48, -0.96, 0.65, 0.03, -0.01], "molar_mass_da": 968.0, "lumo_energy_ev": 2.13, "de_lowest_kcal_mol": 33.81, "gap_ha": 0.2543, "total_charge": -1}

***

[2]
{"formula": "C40H35F2IN7O3Ti", "method": "ωB97M-V with the def2-TZVPD basis set", "elements": ["Ti", "C", "C", "C", "C", "C", "N", "C", "C", "C", "C", "C", "C", "C", "N", "C", "C", "C", "N", "C", "C", "N", "C", "C", "C", "N", "H", "H", "H", "H", "H", "H", "H", "H", "H", "H", "H", "H", "H", "H", "H", "H", "H", "H", "C", "C", "C", "O", "C", "O", "O", "H", "H", "H", "H", "H", "H", "H", "F", "C", "C", "C", "C", "C", "F", "C", "C", "C", "C", "C", "C", "N", "H", "H", "H", "H", "H", "H", "I", "C", "C", "C", "C", "N", "C", "H", "H", "H", "H"], "positions_angstrom": [[-0.7136, 0.2290, 1.3976], [3.5525, 0.0781, -4.6882], [2.8358, -0.3217, -3.3813], [2.6606, 0.6810, -2.4147], [1.9168, 0.4124, -1.2591], [1.4034, -0.8902, -0.9619], [0.9314, -1.0835, 0.3083], [1.5726, -2.0198, 1.1134], [3.0061, -2.1471, 1.0032], [3.7123, -3.2336, 1.5108], [3.0603, -4.2207, 2.2820], [3.6923, -5.5089, 2.6145], [1.7023, -4.0048, 2.5294], [0.9347, -2.9472, 1.9847], [-0.4850, -2.9583, 2.1180], [-1.2183, -4.0516, 2.4643], [-2.5651, -3.6114, 2.6159], [-2.5256, -2.2339, 2.3208], [-1.2853, -1.8114, 2.0208], [1.6118, -1.8911, -1.9850], [2.3912, -1.6258, -3.1118], [1.0199, -3.2120, -1.9701], [1.5152, -4.3992, -2.4638], [0.5716, -5.3614, -2.2522], [-0.5610, -4.7210, -1.6638], [-0.2230, -3.4362, -1.4308], [3.3852, 1.2095, -4.8203], [3.2019, -0.3930, -5.6058], [4.6477, -0.1352, -4.6869], [3.0645, 1.7091, -2.6921], [1.7131, 1.1420, -0.4971], [3.5556, -1.4293, 0.4059], [4.7699, -3.3139, 1.3083], [3.5017, -5.8250, 3.6437], [4.7778, -5.4282, 2.3408], [3.2407, -6.2908, 2.0168], [1.1419, -4.6550, 3.2457], [-0.8104, -5.0021, 2.7129], [-3.4275, -4.1644, 2.8862], [-3.3633, -1.5649, 2.2631], [2.7054, -2.5057, -3.6940], [2.5045, -4.4428, -2.9066], [0.6857, -6.3389, -2.5668], [-1.5260, -5.0846, -1.3745], [0.0114, 3.8617, 2.3341], [0.8259, 2.6323, 1.8229], [2.2081, 3.2033, 1.3663], [0.1293, 1.9404, 0.7477], [1.1272, 1.5498, 2.8760], [2.1685, 1.6254, 3.5528], [0.2497, 0.5775, 3.0241], [-0.0894, 4.6308, 1.5311], [0.5395, 4.3419, 3.1540], [-0.9224, 3.6092, 2.7136], [2.1323, 3.9807, 0.5646], [2.8686, 2.4090, 1.0584], [2.7270, 3.7929, 2.1570], [-0.3354, 3.1498, -0.5144], [-3.7330, 2.6159, 5.0075], [-3.5603, 2.2568, 3.7183], [-2.4306, 1.5083, 3.3729], [-2.3195, 1.1509, 2.0285], [-3.3234, 1.5236, 1.0892], [-4.3414, 2.3617, 1.5362], [-5.2559, 2.8913, 0.6366], [-4.5596, 2.6818, 2.8545], [-3.1290, 0.9300, -0.2457], [-3.9521, 1.1262, -1.3612], [-3.8007, 0.2174, -2.4812], [-2.7851, -0.7034, -2.4472], [-1.9111, -0.7374, -1.3644], [-2.1438, 0.0037, -0.2863], [-1.5782, 1.3628, 4.0217], [-5.4654, 3.2237, 3.2037], [-4.7248, 1.8552, -1.3741], [-4.4449, 0.2663, -3.3275], [-2.6062, -1.3862, -3.3034], [-1.1978, -1.5196, -1.2104], [-3.7627, 6.1912, -2.9619], [-1.9773, 5.1701, -2.5677], [-0.8536, 5.5691, -3.3678], [0.4355, 5.0813, -3.0855], [0.5013, 4.1763, -2.0403], [-0.5361, 3.8399, -1.3256], [-1.7650, 4.3662, -1.4634], [-0.9615, 6.3102, -4.1488], [1.3120, 5.3607, -3.6574], [1.4648, 3.7682, -1.7438], [-2.5174, 4.0363, -0.7741]], "lowdin_spin": [0.80, 0.00, 0.00, 0.00, 0.00, 0.00, 0.00, 0.00, 0.00, 0.00, 0.00, 0.00, 0.00, 0.00, 0.00, 0.00, 0.00, 0.01, 0.01, 0.00, 0.00, 0.00, 0.00, 0.00, 0.00, 0.00, 0.00, 0.00, 0.00, 0.00, 0.00, 0.00, 0.00, 0.00, 0.00, 0.00, 0.00, 0.00, 0.00, 0.00, 0.00, 0.00, 0.00, 0.00, 0.00, 0.00, 0.00, 0.04, 0.00, 0.00, 0.00, 0.00, 0.00, 0.00, 0.00, 0.00, 0.00, 0.00, 0.00, 0.00, 0.03, 0.01, 0.02, 0.00, 0.00, 0.03, 0.01, 0.00, 0.01, 0.00, 0.01, 0.01, 0.00, 0.00, 0.00, 0.00, 0.00, 0.00, 0.00, 0.05, 0.31, 0.08, 0.14, 0.21, 0.15, 0.02, 0.00, 0.01, 0.01], "molar_mass_da": 874.5, "lumo_energy_ev": [2.24, 2.23], "multiplicity": 3, "de_lowest_kcal_mol": 0.00, "gap_ha": [0.1775, 0.2451], "total_charge": -1}

***

[3]
{"formula": "C25H20AuBBrN5S", "method": "ωB97M-V with the def2-TZVPD basis set", "elements": ["Au", "S", "C", "C", "C", "C", "C", "C", "N", "C", "C", "C", "C", "C", "C", "C", "H", "H", "H", "H", "H", "H", "H", "H", "B", "N", "C", "C", "C", "N", "N", "C", "C", "C", "N", "H", "H", "H", "H", "H", "H", "H", "H", "Br", "C", "C", "C", "C", "C", "C", "H", "H", "H", "H"], "positions_angstrom": [[-0.1556, -0.5735, 0.0874], [0.7743, 1.4329, 3.9313], [0.8713, 2.6548, 2.7021], [1.2080, 3.9981, 2.8448], [1.2064, 4.7849, 1.7119], [0.8688, 4.2475, 0.4630], [0.5352, 2.9167, 0.3212], [0.5506, 2.1137, 1.4589], [0.2482, 0.7465, 1.5323], [0.2987, 0.2754, 2.7606], [-0.0349, -1.1206, 3.0162], [-0.0602, -1.6888, 4.2909], [-0.4015, -3.0198, 4.4154], [-0.6995, -3.7639, 3.2734], [-0.6684, -3.1859, 2.0118], [-0.3427, -1.8409, 1.8503], [1.4580, 4.4117, 3.8135], [1.4643, 5.8325, 1.7931], [0.8686, 4.8896, -0.4083], [0.2681, 2.4968, -0.6354], [0.1817, -1.1047, 5.1729], [-0.4376, -3.4831, 5.3925], [-0.9746, -4.8068, 3.3805], [-0.9089, -3.7943, 1.1464], [-2.5481, -1.2260, -2.6402], [-1.3316, -2.1530, -2.1661], [-1.1192, -3.3033, -2.8161], [0.0090, -3.9304, -2.3216], [0.4606, -3.0782, -1.3262], [-0.3543, -2.0209, -1.2492], [-2.8056, 0.0555, -1.7846], [-3.7662, 0.9476, -2.0762], [-3.7943, 1.9068, -1.0821], [-2.7868, 1.5099, -0.1999], [-2.2037, 0.3937, -0.6353], [-3.5277, -1.9334, -2.5905], [-2.3037, -0.8834, -3.7755], [-1.7974, -3.5911, -3.6029], [0.4383, -4.8641, -2.6397], [1.3132, -3.1463, -0.6703], [-4.3644, 0.8296, -2.9660], [-4.4479, 2.7594, -1.0077], [-2.4563, 1.9705, 0.7179], [5.2459, 1.5930, -3.4389], [3.7126, 1.0033, -2.4921], [2.4523, 1.2473, -3.0154], [1.3357, 0.8179, -2.3086], [1.4692, 0.1528, -1.0901], [2.7422, -0.0932, -0.5993], [3.8723, 0.3328, -1.2946], [2.3473, 1.7614, -3.9623], [0.3513, 0.9978, -2.7312], [2.8753, -0.6190, 0.3422], [4.8642, 0.1441, -0.9043]], "nbo_charge": [1.34, 0.46, -0.24, -0.21, -0.20, -0.18, -0.23, 0.19, -0.52, 0.14, -0.23, -0.17, -0.23, -0.17, -0.28, -0.22, 0.23, 0.22, 0.22, 0.25, 0.21, 0.22, 0.21, 0.22, 0.19, -0.25, 0.01, -0.34, -0.03, -0.30, -0.29, -0.02, -0.36, -0.06, -0.39, -0.05, -0.05, 0.23, 0.24, 0.23, 0.22, 0.23, 0.20, 0.04, -0.10, -0.25, -0.20, -0.32, -0.26, -0.24, 0.23, 0.21, 0.21, 0.23], "molar_mass_da": 710.2, "lumo_energy_ev": -0.61, "gap_ha": 0.2720, "total_charge": 0}